DFT (the ωB97M-V functional and the def2-TZVPD basis) results for a single C22H28F3N3O5S2 molecule at a distorted geometry.

Positions of all 63 atoms, in Å:
C -3.0564 -2.0185 -1.4030
C -3.8726 -1.9856 -0.1181
C -5.2829 -1.4107 -0.3015
C -5.1503 0.0455 0.1579
C -3.9482 0.0375 1.0764
O -3.5861 0.9014 1.8519
N -3.2804 -1.1153 0.8656
C -2.2651 -1.6732 1.7327
C -0.8840 -1.0656 1.4031
O 0.0369 -1.7118 0.9540
N -0.8596 0.2614 1.6568
C 0.2414 1.0786 1.3840
C 1.5372 0.6669 1.6543
C 2.5996 1.4807 1.3085
S 4.2713 0.8398 1.4745
O 5.1765 1.9376 1.2965
O 4.3555 0.0590 2.6707
N 4.4494 -0.1835 0.1843
C 3.8110 -1.4774 0.3380
C 4.0250 -2.4160 -0.8472
C 2.9788 -2.2179 -1.9441
C 3.1702 -0.9488 -2.7707
C 3.2057 0.3336 -1.9398
C 4.4873 0.4564 -1.1093
C 2.3901 2.7216 0.7456
C 1.0962 3.1676 0.5142
C 0.0203 2.3433 0.8073
O -1.2963 2.6435 0.5662
C -1.6108 3.8795 -0.0075
C -3.1173 3.8825 -0.2608
F -3.8390 3.9156 0.8525
F -3.5092 2.8149 -0.9659
F -3.4630 4.9629 -0.9817
C -2.2740 -3.1894 1.5379
S -3.8343 -3.6347 0.7093
H -2.0255 -2.2962 -1.1946
H -3.0635 -1.0350 -1.8700
H -3.4818 -2.7451 -2.0902
H -5.6218 -1.4996 -1.3311
H -5.9824 -1.9487 0.3391
H -6.0275 0.4192 0.6824
H -4.9433 0.7206 -0.6740
H -2.5112 -1.3947 2.7665
H -1.7475 0.7337 1.8623
H 1.7201 -0.2743 2.1438
H 2.7298 -1.3696 0.4948
H 4.2413 -1.9019 1.2472
H 3.9356 -3.4379 -0.4743
H 5.0320 -2.2955 -1.2460
H 1.9905 -2.2019 -1.4786
H 3.0105 -3.0741 -2.6222
H 2.3518 -0.8809 -3.4918
H 4.1010 -1.0234 -3.3385
H 2.3330 0.3827 -1.2857
H 3.1597 1.1871 -2.6199
H 5.3277 0.0462 -1.6810
H 4.7158 1.5028 -0.9017
H 3.2420 3.3374 0.5076
H 0.9449 4.1480 0.0917
H -1.1140 4.0218 -0.9779
H -1.3761 4.7207 0.6590
H -2.2298 -3.7292 2.4801
H -1.4338 -3.4932 0.9103

Force components x, y, z for each atom (eV/Å):
-0.108 -0.012 0.090
-0.019 -0.705 -0.155
-0.098 -0.013 0.036
-0.111 0.036 -0.084
-0.093 -0.005 -0.153
-0.138 0.290 0.357
0.067 -0.051 0.025
0.260 0.024 0.222
-0.469 -0.105 0.097
0.259 -0.178 -0.062
-0.078 0.521 0.186
0.310 0.158 -0.192
-0.282 0.044 0.056
0.681 -0.159 0.041
0.030 0.156 -0.139
-0.196 0.103 -0.202
-0.314 -0.240 -0.066
0.158 0.541 0.912
-0.064 -0.618 0.396
-0.280 0.166 0.045
0.257 0.012 -0.210
-0.290 0.005 0.171
0.220 -0.151 -0.144
-0.053 0.436 -0.462
0.096 0.054 0.010
-0.150 0.004 -0.019
-0.069 -0.193 0.014
0.332 -0.191 0.197
-0.186 0.220 -0.190
0.004 0.124 -0.122
0.050 -0.070 0.360
0.102 -0.310 -0.108
0.247 0.228 -0.064
-0.065 -0.293 -0.347
-0.071 0.293 0.056
0.108 -0.026 -0.007
0.023 0.142 -0.083
-0.010 -0.035 -0.087
0.003 -0.028 -0.021
0.022 0.031 -0.022
0.053 0.051 0.006
0.000 0.058 0.048
0.009 -0.017 -0.165
0.049 -0.244 -0.005
-0.077 -0.120 0.026
0.000 -0.084 -0.003
-0.170 -0.117 -0.123
0.083 0.030 0.040
0.136 -0.092 -0.012
-0.074 -0.048 0.011
-0.079 -0.033 0.017
0.055 -0.011 -0.073
0.037 0.012 -0.084
-0.104 0.086 0.019
-0.033 0.044 0.051
-0.024 0.103 0.033
0.082 -0.057 -0.278
0.070 0.135 -0.055
-0.043 0.094 -0.048
-0.073 -0.021 0.171
-0.018 -0.121 -0.119
0.063 0.051 0.020
-0.027 0.098 0.195

Properties
Maximum force ... 0.0208 Eh/bohr
Energy above the lowest of the compared OMol25 structures with the same formula, charge and spin ... 0.000 eV
SMILES ... C[C@]12CCC(=O)N1[C@H](C(=O)Nc1cc(S(=O)(=O)N3CCCCCC3)ccc1OCC(F)(F)F)CS2
Calculated total energy ... -67801.059 eV
HOMO level ... -8.86 eV
Kohn-Sham gap ... 9.278 eV


DFT (the ωB97M-V functional and the def2-TZVPD basis) results for a molecular structure, C16H8BrCl4N2O3RhS at a distorted geometry.

Positions of all 36 atoms, in Å:
Rh 0.1022 0.3820 -0.9943
Cl 3.7684 0.2769 4.9536
C 3.3451 0.3142 3.2911
C 4.3506 0.2810 2.3176
Cl 5.9970 0.2131 2.8109
C 4.0154 0.2936 0.9776
Cl 5.2432 0.2285 -0.2261
C 2.6700 0.3548 0.5375
O 2.3506 0.3688 -0.6836
C 1.6213 0.4311 1.5637
O 0.4102 0.5698 1.2107
C 2.0160 0.3779 2.9177
Cl 0.7871 0.3817 4.1217
O -2.0797 0.4978 -1.4213
N -2.6070 1.6908 -1.2413
C -3.9410 1.7714 -0.9448
C -4.5510 2.9764 -0.7396
C -3.8108 4.1627 -0.8290
C -2.4507 4.0700 -1.1305
C -1.8501 2.8404 -1.3285
S -0.1766 2.7108 -1.7144
H -4.4402 0.8176 -0.8791
H -5.6046 3.0076 -0.5024
H -4.2666 5.1231 -0.6535
H -1.8282 4.9497 -1.1983
Br -0.1403 -6.5497 -1.1176
C 0.0345 -4.6605 -0.9694
C 0.8617 -3.9525 -1.8541
C 0.8773 -2.5857 -1.7767
N 0.1241 -1.8825 -0.8965
C -0.6312 -2.5803 -0.0155
C -0.7071 -3.9475 -0.0126
H 1.4710 -4.4753 -2.5762
H 1.5278 -1.9975 -2.4138
H -1.1680 -1.9882 0.7145
H -1.3213 -4.4710 0.7042

Force components x, y, z for each atom (eV/Å):
0.487 0.442 -0.213
0.174 -0.022 0.598
1.149 -0.046 -0.667
-0.668 0.002 1.277
0.498 -0.026 0.056
-1.258 0.024 -0.635
0.296 -0.014 -0.425
0.530 0.044 2.880
-2.170 -0.124 -2.740
1.787 -0.022 0.304
-1.704 -0.180 -0.705
-0.266 -0.053 -1.018
-0.488 0.059 0.213
0.952 -0.402 0.278
-0.673 1.143 0.474
0.940 -0.207 -0.237
-0.140 0.519 0.001
1.073 -0.561 -0.270
-1.694 0.592 0.356
0.793 -1.389 -0.367
0.253 -0.942 0.598
0.058 -0.043 -0.012
-0.005 -0.108 0.014
-0.090 0.094 0.015
0.030 -0.023 0.006
0.114 0.387 0.107
-0.120 0.902 -0.019
-0.527 -1.229 0.514
-0.418 1.273 0.747
0.125 -0.239 0.146
0.629 1.259 -0.572
0.465 -1.309 -0.676
0.005 0.027 -0.031
-0.093 0.038 0.036
0.005 0.096 -0.054
-0.047 0.034 0.023

Properties
Maximum force ... 0.0680 Eh/bohr
Energy above the lowest of the compared OMol25 structures with the same formula, charge and spin ... 1.107 eV
Total charge ... -1
Calculated total energy ... -159820.714 eV
HOMO level (alpha / beta) ... -3.04 / -3.00 eV
Multiplicity ... 2
Kohn-Sham gap (alpha / beta) ... 5.105 / 5.065 eV


What is the energy above the lowest of the compared OMol25 structures with the same formula, charge and spin in the first record?
0.000 eV